No. 1
Molecular formula: C24H18
Method: DFT, ωB97M-V with the def2-TZVPD basis set

Element x y z (Å)
C1 0.55075 0.77707 0.51835
C2 -1.92351 -1.38101 -2.41531
C3 -2.36947 -2.68436 -2.08167
C4 0.55788 3.28370 -2.35142
C5 1.23008 4.47970 -2.65072
C6 -0.02417 -2.25420 4.08505
C7 -0.86310 1.42519 -2.99366
C8 0.00551 -1.42167 1.73751
C9 -1.23207 -2.47799 0.03322
C10 -0.57790 0.74725 -1.80578
C11 -1.13825 -0.62496 -1.54374
C12 -0.31362 2.66340 -3.25249
C13 0.58374 -1.21946 3.12287
C14 1.82198 3.19163 -0.25314
C15 0.02771 -3.69412 3.53399
C16 -0.67664 -3.74727 2.19196
C17 2.20038 4.95657 -1.79731
C18 2.48689 4.34121 -0.59604
C19 -0.78282 -1.21621 -0.36171
C20 0.26163 1.38625 -0.83853
C21 -0.69968 -2.64819 1.35381
C22 0.86137 2.61701 -1.11258
C23 -0.03979 -0.57351 0.67206
C24 -2.01352 -3.27796 -0.83049
H1 -0.50457 -4.36538 4.21204
H2 -1.06296 -1.97788 4.27390
H3 -1.55645 0.99867 -3.73731
H4 3.23400 4.75915 0.07061
H5 0.25623 1.48315 1.31007
H6 0.31583 -0.20970 3.41545
H7 2.07113 2.76600 0.71236
H8 0.49305 -2.20362 5.04113
H9 1.05095 -4.08489 3.45134
H10 1.66895 -1.29838 3.14426
H11 -2.36498 -4.27561 -0.59613
H12 -3.00563 -3.27941 -2.77138
H13 -1.14391 -4.66087 1.80008
H14 2.71321 5.84668 -2.15887
H15 -0.51427 3.17173 -4.17984
H16 1.64355 0.64524 0.59131
H17 -2.27789 -0.96696 -3.35493
H18 1.05045 5.00402 -3.58830

Output
* HOMO level: -7.3262 eV
* SMILES: C1=C2C(=C3Cc4c(ccc5ccccc45)-c4cccc2c43)CCC1
* total energy: -25180.42248 eV



No. 2
Molecular formula: C24H18AlN4O2SbSe4
Method: DFT, ωB97M-V with the def2-TZVPD basis set

Element x y z (Å)
Sb1 -3.33041 6.17836 3.25136
Se1 -4.36759 6.21243 0.76718
Se2 -0.92340 6.59521 2.26352
Se3 -2.98339 3.78106 3.65709
Se4 -1.97557 6.36746 0.25048
Al1 0.27389 -0.63089 0.21205
O1 1.44103 -0.10543 -1.15831
O2 -0.62947 0.57308 -0.95021
N1 -0.38797 -2.36620 -0.06194
N2 2.40116 -1.00382 2.17202
N3 1.65393 -1.59893 1.22098
N4 0.64704 0.57830 1.80565
C1 1.50182 4.34786 -3.29559
C2 -0.21181 2.88273 -2.38079
C3 0.45689 -3.41087 0.34269
C4 1.81594 0.16129 2.41382
C5 -2.75997 -2.64340 -2.78963
C6 1.83846 2.30080 3.61968
C7 1.28230 -5.69120 0.54943
C8 1.60000 -2.94894 1.14200
C9 -3.89287 -2.95873 -2.08411
C10 -1.52779 -2.67233 -0.73187
C11 0.51718 2.57015 3.16389
C12 2.39116 3.27363 -3.21485
C13 -1.59496 -2.54965 -2.10262
C14 2.49000 1.15758 3.28358
C15 0.52386 0.69836 -1.53154
C16 0.42919 -4.71449 -0.05652
C17 2.45744 -3.90364 1.66427
C18 2.04762 2.09952 -2.67844
C19 2.35436 -5.28488 1.29053
C20 -0.05245 1.71790 2.31804
C21 0.73708 1.82554 -2.40076
C22 0.17012 4.11193 -2.93082
C23 -2.72209 -3.04203 0.00963
C24 -3.91900 -3.16105 -0.65986
H1 -2.59819 -2.96614 1.11964
H2 1.79726 5.28380 -3.81358
H3 -0.08230 3.40770 3.52077
H4 3.14875 -6.01404 1.62427
H5 0.95882 -6.75046 0.50808
H6 -0.30457 -5.10006 -0.82535
H7 -0.60290 4.79103 -3.10038
H8 -4.83209 -3.48640 -0.14907
H9 -0.69917 -2.28541 -2.59631
H10 -1.00346 1.94767 1.91457
H11 2.81309 1.31393 -2.63722
H12 -1.19866 2.58427 -2.04670
H13 2.36305 3.12655 4.18465
H14 3.46477 0.97874 3.74960
H15 3.41918 3.44537 -3.63096
H16 -4.87409 -3.07074 -2.64583
H17 3.25426 -3.51122 2.32941
H18 -2.77548 -2.44128 -3.87565

Output
* HOMO level: -0.5558 eV
* total energy: -309761.24695 eV
* total charge: -2



No. 3
Molecular formula: C24H18AsN3S4Tc
Method: DFT, ωB97M-V with the def2-TZVPD basis set

Element x y z (Å)
Tc1 -0.59086 -0.72521 0.65964
As1 -1.19638 2.64915 5.02211
S1 -3.10506 3.48557 4.29779
S2 -1.89839 0.91176 1.93400
S3 -1.11467 0.60204 3.82939
S4 -3.10443 2.44062 6.10105
N1 0.01512 -2.54702 -0.04845
N2 1.62757 -0.20035 1.04589
N3 -1.11452 -0.59088 -1.43386
C1 1.64726 3.17987 2.63311
C2 -0.48927 -4.31086 -3.26445
C3 2.55556 2.98761 3.66706
C4 -1.20057 -1.99999 -3.43535
C5 -0.07662 3.42057 -1.59044
C6 -0.12011 -4.10118 -1.90184
C7 -1.98430 1.75665 -1.52865
C8 -0.31518 -2.83444 -1.33493
C9 2.76611 0.66438 3.05862
C10 -1.69055 -0.89944 -4.16200
C11 3.09575 1.72870 3.88896
C12 -1.17906 2.87088 -2.11913
C13 0.62858 3.12278 -0.35920
C14 0.37784 2.25280 0.64942
C15 1.89080 0.86050 2.00515
C16 0.75782 -4.80326 0.22923
C17 -1.88690 0.28916 -3.51576
C18 0.43848 -5.09908 -1.07814
C19 1.31598 2.11778 1.80183
C20 0.53997 -3.51563 0.70731
C21 -1.63271 0.42491 -2.13989
C22 -0.60210 1.23158 0.77799
C23 -0.89318 -1.78068 -2.08694
C24 -0.99584 -3.29548 -4.00274
H1 -1.26114 -3.45173 -5.04053
H2 1.21829 4.15862 2.45458
H3 -0.34831 -5.29663 -3.68842
H4 1.97867 0.08520 0.13212
H5 2.15749 -1.02467 1.31928
H6 2.85519 3.82737 4.28003
H7 0.61581 -6.08827 -1.48262
H8 -1.90553 -0.99784 -5.21899
H9 3.80429 1.57784 4.69237
H10 0.78903 -3.26273 1.73358
H11 3.22177 -0.30651 3.22191
H12 -1.79491 1.71993 -0.44808
H13 -3.05272 1.94462 -1.66357
H14 1.50820 3.73808 -0.20251
H15 -2.27004 1.14232 -4.05806
H16 1.18015 -5.55137 0.88502
H17 -1.53924 3.27101 -3.06007
H18 0.37690 4.22096 -2.16282

Output
* HOMO level: -16.0141 eV
* total energy: -136001.01217 eV
* total charge: +3



No. 4
Molecular formula: C24H18BrClN2O6PY
Method: DFT, ωB97M-V with the def2-TZVPD basis set

Element x y z (Å)
Y1 -0.38674 0.26952 0.53052
Br1 4.31652 -0.22028 -2.58504
Cl1 0.16964 2.56170 -0.94435
P1 -3.07435 -0.04284 1.95413
O1 0.58526 3.61275 -1.76545
O2 1.05263 -0.58300 1.81147
O3 2.00164 -2.09917 3.14761
O4 0.35854 1.22330 -1.58462
O5 -1.22565 2.59641 -0.56426
O6 0.92232 2.44923 0.30849
N1 5.48549 -2.04051 0.90033
N2 -2.36807 -0.45143 0.62807
C1 -1.53439 -2.86617 4.45312
C2 3.19413 -1.39234 1.21736
C3 -1.61422 -2.27765 5.70459
C4 -2.73580 1.71129 2.31218
C5 -2.13713 -0.99676 5.83828
C6 2.01704 -1.39720 2.16644
C7 -3.25132 4.03837 1.95089
C8 -2.50779 -0.89878 3.45573
C9 3.15601 -0.84669 -0.05803
C10 -5.46207 -0.69287 0.77810
C11 -2.57725 -0.30984 4.71958
C12 -3.62175 2.70548 1.89805
C13 -4.87225 -0.25606 1.95717
C14 -1.47280 2.08780 2.77677
C15 5.44065 -1.52107 -0.31919
C16 -7.03806 -0.20504 3.00781
C17 4.38477 -1.98005 1.63906
C18 -6.83520 -0.89179 0.71358
C19 4.29898 -0.92431 -0.83598
C20 -1.09505 3.42615 2.80837
C21 -1.98112 -2.17873 3.33468
C22 -1.98724 4.40177 2.39759
C23 -7.62344 -0.64681 1.82620
C24 -5.66855 -0.01259 3.07397
H1 4.42610 -2.41540 2.62967
H2 -1.90473 -2.63418 2.35370
H3 -1.70238 5.44497 2.42141
H4 -2.18801 -0.52810 6.81217
H5 -4.83937 -0.88238 -0.08772
H6 2.28431 -0.36859 -0.49735
H7 -8.69351 -0.80063 1.77859
H8 -0.10675 3.69224 3.15791
H9 6.34040 -1.57768 -0.92064
H10 -1.10570 -3.85270 4.34167
H11 -2.95461 0.69976 4.83540
H12 -5.23193 0.32050 4.00718
H13 -7.64715 -0.01489 3.88171
H14 -1.25421 -2.80912 6.57553
H15 -3.94879 4.80196 1.63222
H16 -7.28392 -1.23800 -0.20811
H17 -0.77767 1.34284 3.17322
H18 -4.60146 2.43601 1.52262

Output
* HOMO level: -9.0610 eV
* total energy: -133338.26649 eV